The following is a DFT calculation (ωB97M-V/def2-TZVPD) of C2H2ClNO in the gas phase.

Its total energy is -667.54621 a.u. The HOMO energy is -11.4 eV. Its energy relative to the best compared isomer or geometry (same formula, charge and spin) is 49.8 kJ/mol. For the LUMO energy, the calculation gives 0.322 eV. The orbital gap is 11.7 eV. The spin multiplicity is 1.

The geometry in XYZ format:
```
7
Properties=species:S:1:pos:R:3:forces:R:3
N -1.7087 -1.2489 -0.0341 1.26 1.20 1.29
C -0.8456 -0.5889 0.3917 -1.31 -2.21 -1.02
C 0.4164 0.1818 0.3965 -1.74 -0.86 -1.07
O 1.0679 -0.2613 -0.7918 0.37 1.41 1.76
Cl -0.4737 1.8366 0.2323 1.66 -0.23 0.29
H 1.0004 0.0011 1.3308 -0.15 0.81 -1.08
H 0.5433 0.0796 -1.5254 -0.09 -0.12 -0.17
```
Forces are in eV/Å.

The following is a DFT calculation (ωB97M-V/def2-TZVPD) of C2H2ClNO in the gas phase.

Its total energy is -667.54905 a.u. The HOMO energy is -11.8 eV. Its energy relative to the best compared isomer or geometry (same formula, charge and spin) is 42.4 kJ/mol. For the LUMO energy, the calculation gives 0.415 eV. The orbital gap is 12.2 eV. The spin multiplicity is 1.

The geometry in XYZ format:
```
7
Properties=species:S:1:pos:R:3:forces:R:3
N -1.9818 -1.3674 -0.0062 0.64 0.83 0.11
C -1.1244 -0.5999 0.0835 -1.24 -0.71 -0.09
C 0.0651 0.2087 0.2303 2.88 -0.42 0.70
O 0.9468 -0.3837 -0.8336 -2.56 0.39 2.13
Cl -0.1218 1.9913 0.0165 -0.21 -0.73 -0.16
H 0.4147 0.1352 1.3970 -0.37 -0.19 -3.11
H 1.8013 0.0159 -0.8876 0.85 0.82 0.41
```
Forces are in eV/Å.

The following is a DFT calculation (ωB97M-V/def2-TZVPD) of a 2-piece molecular cluster, C2H2ClO2 overall.

Its total energy is -687.70507 a.u. The HOMO energy is -15.2 eV. Its energy relative to the best compared isomer or geometry (same formula, charge and spin) is 59.8 kJ/mol. For the LUMO energy, the calculation gives -6.044 eV. Its net charge is +1. The orbital gap is 9.2 eV. The spin multiplicity is 1.

The geometry in XYZ format:
```
7
Properties=species:S:1:pos:R:3:forces:R:3
C -1.3325 -0.4319 -0.0582 -0.88 0.22 -0.09
C 1.6122 0.6817 0.0048 -2.12 1.47 0.97
O 0.9667 1.6101 0.1418 1.51 -1.25 -0.69
O -0.2061 -0.8320 0.0945 0.54 0.09 -0.02
Cl 2.6153 -0.5122 0.0577 0.62 -0.25 -0.27
H -2.1660 -1.0985 0.3800 0.65 1.34 -0.90
H -1.4895 0.5827 -0.6206 -0.32 -1.62 1.00
```
Forces are in eV/Å.

The following is a DFT calculation (ωB97M-V/def2-TZVPD) of an isolated ion of composition C2H2ClO3 and charge -1.

Its total energy is -763.39173 a.u. The HOMO energy is -4.5 eV. Its energy relative to the best compared isomer or geometry (same formula, charge and spin) is 53.3 kJ/mol. For the LUMO energy, the calculation gives 3.736 eV. Its net charge is -1. The orbital gap is 8.3 eV. The spin multiplicity is 1.

The geometry in XYZ format:
```
8
Properties=species:S:1:pos:R:3:forces:R:3
O -0.4089 1.6833 1.1668 -0.79 1.00 1.18
C 0.3374 1.5990 0.2019 1.12 -1.67 -1.56
O 0.7812 2.3664 -0.6707 -0.22 0.41 0.75
C 0.7038 0.0742 -0.1408 -3.04 -0.66 2.47
O -0.3580 -0.8382 0.4696 2.45 0.79 -1.31
Cl 2.3387 -0.4364 0.3706 -0.35 0.04 -0.42
H 0.4431 0.0180 -1.1541 0.97 -0.63 -1.69
H -0.7730 -0.2476 1.0977 -0.14 0.73 0.57
```
Forces are in eV/Å.

The following is a DFT calculation (ωB97M-V/def2-TZVPD) of C2H2ClO3PS as an isolated structure.

Its total energy is -1502.89381 a.u. The HOMO energy is 0.9 eV. Its energy relative to the best compared isomer or geometry (same formula, charge and spin) is 50.2 kJ/mol. For the LUMO energy, the calculation gives 5.895 eV. Its net charge is -2. The orbital gap is 5.0 eV. The spin multiplicity is 1.

The geometry in XYZ format:
```
10
Properties=species:S:1:pos:R:3:forces:R:3
C 1.0616 0.8828 0.0565 -2.90 -0.69 1.31
C -0.6663 -0.0703 0.7454 3.04 -1.68 -2.86
O 0.6115 0.6951 -1.2104 -0.26 -1.96 -0.45
O 0.3396 -1.9884 -0.8266 1.22 -0.95 -0.18
O -1.5696 -0.6854 -1.9279 0.48 0.33 0.17
P -0.4279 -0.7419 -0.9503 -1.28 2.19 0.24
S 1.1157 2.4311 0.6679 0.61 2.24 0.53
Cl -0.7567 -1.3620 1.9056 -0.12 -0.53 1.23
H 1.6420 0.1809 0.6007 1.03 -1.01 -0.48
H -1.3499 0.6582 0.9392 -1.82 2.06 0.49
```
Forces are in eV/Å.

The following is a DFT calculation (ωB97M-V/def2-TZVPD) of C2H2ClP in the gas phase.

Its total energy is -878.84650 a.u. The HOMO energy is -9.8 eV. Its energy relative to the best compared isomer or geometry (same formula, charge and spin) is 163.7 kJ/mol. For the LUMO energy, the calculation gives -0.964 eV. The orbital gap is 8.8 eV. The spin multiplicity is 1.

The geometry in XYZ format:
```
6
Properties=species:S:1:pos:R:3:forces:R:3
Cl -1.9690 0.5500 0.4123 1.71 -0.91 -0.26
C -0.2286 -0.4359 0.0746 -1.49 0.19 1.00
C 1.0024 0.3446 -0.0463 -3.07 -1.45 -1.95
P 0.3985 -0.2064 -1.5279 1.58 0.90 -0.43
H -0.3610 -1.4038 0.5069 -0.25 -0.11 0.65
H 1.1578 1.1514 0.5805 1.51 1.38 0.99
```
Forces are in eV/Å.

The following is a DFT calculation (ωB97M-V/def2-TZVPD) of C2H2ClP in the gas phase.

Its total energy is -878.76305 a.u. The HOMO energy (spin up / spin down) is -8.4 / -8.4 eV. Its energy relative to the best compared isomer or geometry (same formula, charge and spin) is 382.8 kJ/mol. For the LUMO energy (spin up / spin down), the calculation gives -1.295 / -1.114 eV. The orbital gap (spin up / spin down) is 7.1 / 7.2 eV. The spin multiplicity is 1.

The geometry in XYZ format:
```
6
Properties=species:S:1:pos:R:3:forces:R:3
C 0.8709 0.9133 0.1185 1.78 3.11 0.00
P -0.1679 -0.3231 0.5675 -1.47 -1.37 0.39
C -1.0690 -1.1556 -0.5628 0.58 1.05 0.23
Cl -2.2943 -2.2642 -0.4465 0.12 -0.32 0.07
H 0.8056 1.9063 0.7004 -0.36 -1.80 -0.70
H 1.8547 0.9233 -0.3771 -0.66 -0.67 0.01
```
Forces are in eV/Å.

The following is a DFT calculation (ωB97M-V/def2-TZVPD) of C2H2CuLiO2 as an isolated structure.

Its total energy is -1875.85648 a.u. The HOMO energy is -7.4 eV. Its energy relative to the best compared isomer or geometry (same formula, charge and spin) is 2.9 kJ/mol. For the LUMO energy, the calculation gives -1.187 eV. The orbital gap is 6.3 eV. The spin multiplicity is 1.

The geometry in XYZ format:
```
8
Properties=species:S:1:pos:R:3:forces:R:3
O 0.5729 -1.5496 -0.8717 -0.84 0.10 -0.38
O -1.6516 0.9574 -0.3316 0.07 -0.07 -0.03
C -0.7841 1.2811 0.4608 0.44 -0.83 -0.31
C 0.2495 1.3858 1.1773 0.04 0.00 0.11
Li 1.1601 -0.4199 0.3921 -0.46 0.48 0.03
Cu -1.2210 -1.2779 -1.7302 1.09 0.61 1.09
H 1.0261 -2.3657 -1.0773 -0.06 -0.17 -0.17
H 0.6481 1.9887 1.9806 -0.28 -0.12 -0.34
```
Forces are in eV/Å.

The following is a DFT calculation (ωB97M-V/def2-TZVPD) of C2H2EuFO2 as an isolated structure.

The expectation value of S² is 12.08. Its total energy is -1037.28800 a.u. The HOMO energy (spin up / spin down) is -20.5 / -20.6 eV. Its energy relative to the best compared isomer or geometry (same formula, charge and spin) is 115.4 kJ/mol. For the LUMO energy (spin up / spin down), the calculation gives -13.371 / -10.722 eV. Its net charge is +2. The orbital gap (spin up / spin down) is 7.1 / 9.9 eV. The spin multiplicity is 7.

The geometry in XYZ format:
```
8
Properties=species:S:1:pos:R:3:forces:R:3
H -1.2562 -0.6539 1.6291 1.67 -2.24 -1.15
O -2.7252 0.9484 0.1131 0.24 -1.00 1.58
C -2.4150 -0.0456 0.5693 -1.50 1.34 -3.45
C -1.5013 -1.2563 0.5645 -1.99 1.02 3.66
O -0.7519 -1.2521 -0.5011 0.68 1.61 -1.73
H -2.1358 -2.1388 0.7779 0.58 0.24 0.36
F -0.0330 0.8649 -4.2433 -0.56 -1.42 2.51
Eu -0.4706 -0.0672 -2.4620 0.88 0.45 -1.78
```
Forces are in eV/Å.

The following is a DFT calculation (ωB97M-V/def2-TZVPD) of a 2-piece molecular cluster, C2H2F2O overall.

Its total energy is -352.26989 a.u. The HOMO energy (spin up / spin down) is -9.0 / -9.0 eV. Its energy relative to the best compared isomer or geometry (same formula, charge and spin) is 217.6 kJ/mol. For the LUMO energy (spin up / spin down), the calculation gives 0.244 / 0.245 eV. The orbital gap (spin up / spin down) is 9.2 / 9.2 eV. The spin multiplicity is 1.

The geometry in XYZ format:
```
7
Properties=species:S:1:pos:R:3:forces:R:3
C 1.4101 -0.0258 0.0434 -3.24 2.30 1.24
C -0.4968 1.1234 0.0735 2.35 -0.44 0.47
O 1.4440 -1.0837 0.5397 0.57 0.41 -0.76
F -1.4166 0.3911 -0.5761 0.09 0.27 0.27
F -0.1550 2.2113 -0.7343 -0.55 -0.95 1.09
H 2.1473 0.7577 -0.2980 -0.14 -1.01 -0.06
H -0.9033 1.4639 1.1345 0.92 -0.57 -2.26
```
Forces are in eV/Å.

The following is a DFT calculation (ωB97M-V/def2-TZVPD) of C2H2F2O in the gas phase.

Its total energy is -352.19430 a.u. The HOMO energy (spin up / spin down) is -8.7 / -7.8 eV. Its energy relative to the best compared isomer or geometry (same formula, charge and spin) is 416.1 kJ/mol. For the LUMO energy (spin up / spin down), the calculation gives 0.811 / 0.170 eV. The orbital gap (spin up / spin down) is 9.5 / 8.0 eV. The spin multiplicity is 1.

The geometry in XYZ format:
```
7
Properties=species:S:1:pos:R:3:forces:R:3
C 1.3050 0.5478 0.1240 -2.03 -3.10 1.08
C -1.1781 -0.5530 0.1468 0.30 1.29 -0.13
O 0.1329 -0.2874 0.0825 0.18 -0.66 -0.30
F 2.4325 -0.1923 -0.1250 -1.76 1.01 0.05
F -2.0465 0.4619 -0.1432 0.90 0.02 0.16
H 1.1790 1.5035 -0.3003 0.19 0.76 -0.85
H -1.8248 -1.4805 0.2153 2.22 0.68 -0.01
```
Forces are in eV/Å.

The following is a DFT calculation (ωB97M-V/def2-TZVPD) of an isolated ion of composition C2H2F2O2P and charge -1.

Its total energy is -769.02055 a.u. The HOMO energy is -4.6 eV. Its energy relative to the best compared isomer or geometry (same formula, charge and spin) is 0.0 kJ/mol. For the LUMO energy, the calculation gives 4.371 eV. Its net charge is -1. The orbital gap is 8.9 eV. The spin multiplicity is 1.

The geometry in XYZ format:
```
9
Properties=species:S:1:pos:R:3:forces:R:3
O -0.1716 1.3647 -1.2416 -0.45 3.37 -0.72
C 0.1617 0.2318 -1.4824 0.21 -3.41 2.37
O 0.5456 -0.4290 -2.4166 0.48 -0.34 -1.51
C -0.0233 -0.5497 -0.0262 -0.37 -0.77 0.51
F 1.0819 -1.2105 0.5171 -0.23 0.30 -0.77
F -1.0239 -1.5567 -0.0013 0.63 0.69 -0.44
P -0.5805 0.8195 1.0881 -1.96 -0.62 0.59
H 0.6626 1.3384 1.2594 1.17 0.40 0.42
H -0.6526 -0.0085 2.3035 0.53 0.39 -0.46
```
Forces are in eV/Å.